#i
The following is a DFT calculation (ωB97M-V with the def2-TZVPD basis set) of a structure of composition C27H31GaGeN6O3S2.

Positions of all 71 atoms, in Å:
Ga (1.818, 0.636, 0.509)
N (5.204, 0.043, -2.013)
C (5.969, 0.020, -0.870)
C (5.148, 0.426, 0.137)
N (3.905, 0.703, -0.378)
C (3.969, 0.453, -1.668)
C (2.748, 0.532, -2.440)
N (1.632, 0.848, -1.816)
C (0.633, 0.785, -2.758)
C (1.163, 0.425, -3.958)
N (2.512, 0.267, -3.739)
H (5.524, -0.217, -2.931)
H (7.000, -0.281, -0.877)
H (5.366, 0.484, 1.189)
H (-0.400, 0.967, -2.525)
H (0.710, 0.253, -4.917)
H (3.184, -0.007, -4.435)
N (2.832, 1.859, 1.867)
C (2.061, 2.601, 2.901)
C (0.932, 3.427, 2.306)
C (-0.164, 2.598, 1.655)
N (0.317, 1.993, 0.380)
H (3.389, 1.143, 2.344)
H (3.475, 2.487, 1.392)
H (2.742, 3.244, 3.460)
H (1.656, 1.858, 3.584)
H (1.321, 4.164, 1.594)
H (0.483, 4.003, 3.117)
H (-1.041, 3.208, 1.437)
H (-0.468, 1.778, 2.303)
H (0.595, 2.732, -0.263)
H (-0.478, 1.521, -0.059)
O (1.326, -2.416, 3.076)
S (1.908, -1.317, 2.383)
O (3.258, -0.917, 2.748)
O (1.035, -0.075, 2.346)
S (1.911, -1.630, 0.305)
C (-2.294, -4.312, 3.161)
C (-1.925, -3.040, 3.573)
C (-1.743, -2.035, 2.636)
C (-1.941, -2.288, 1.279)
C (-2.303, -3.574, 0.873)
C (-2.480, -4.579, 1.812)
Ge (-1.696, -0.885, -0.020)
C (-2.868, 0.657, 0.251)
C (-2.895, 1.714, -0.668)
C (-3.612, 2.875, -0.411)
C (-4.310, 3.006, 0.782)
C (-4.295, 1.969, 1.705)
C (-3.579, 0.808, 1.445)
C (-1.680, -1.506, -1.864)
C (-0.721, -2.449, -2.247)
C (-0.612, -2.852, -3.570)
C (-1.451, -2.309, -4.535)
C (-2.413, -1.378, -4.168)
C (-2.530, -0.982, -2.841)
H (-2.425, -5.100, 3.891)
H (-1.755, -2.836, 4.622)
H (-1.410, -1.057, 2.966)
H (-2.460, -3.791, -0.177)
H (-2.763, -5.573, 1.489)
H (-2.369, 1.628, -1.615)
H (-3.636, 3.672, -1.145)
H (-4.873, 3.907, 0.986)
H (-4.850, 2.061, 2.630)
H (-3.586, 0.004, 2.171)
H (-0.056, -2.871, -1.502)
H (0.122, -3.599, -3.847)
H (-1.373, -2.629, -5.566)
H (-3.090, -0.975, -4.911)
H (-3.308, -0.280, -2.566)

<S²>: 0.756
Multiplicity: 2
Frontier orbital gap (alpha / beta) in eV: 6.142 / 7.877
Total charge: +1

***

#ii
The following is a DFT calculation (ωB97M-V with the def2-TZVPD basis set) of a structure of composition C27H31GaGeN6O3S2.

Positions of all 71 atoms, in Å:
Ga (-0.139, 0.489, -2.653)
N (0.224, -3.554, -3.227)
C (-1.042, -3.556, -3.777)
C (-1.583, -2.351, -3.473)
N (-0.680, -1.617, -2.734)
C (0.394, -2.372, -2.626)
C (1.530, -1.782, -1.945)
N (1.382, -0.542, -1.533)
C (2.591, -0.172, -0.983)
C (3.447, -1.221, -1.046)
N (2.756, -2.244, -1.669)
H (0.916, -4.273, -3.354)
H (-1.424, -4.397, -4.325)
H (-2.559, -1.985, -3.739)
H (2.772, 0.804, -0.568)
H (4.463, -1.335, -0.715)
H (3.141, -3.137, -1.928)
N (-0.256, 1.824, -0.998)
C (-0.842, 3.158, -1.304)
C (-2.319, 3.036, -1.629)
C (-2.599, 2.239, -2.891)
N (-2.210, 0.814, -2.697)
H (-0.723, 1.432, -0.180)
H (0.714, 1.949, -0.714)
H (-0.292, 3.565, -2.154)
H (-0.696, 3.822, -0.450)
H (-2.730, 4.040, -1.750)
H (-2.852, 2.595, -0.777)
H (-2.019, 2.612, -3.736)
H (-3.656, 2.298, -3.155)
H (-2.481, 0.286, -3.522)
H (-2.713, 0.431, -1.899)
O (1.591, -0.781, -4.882)
S (0.910, 0.474, -5.154)
O (-0.533, 0.346, -4.664)
O (1.018, 1.023, -6.464)
S (1.490, 1.823, -3.664)
C (-3.417, 2.847, 2.380)
C (-3.616, 1.542, 1.947)
C (-2.539, 0.673, 1.850)
C (-1.247, 1.087, 2.197)
C (-1.065, 2.402, 2.635)
C (-2.143, 3.273, 2.728)
Ge (0.238, -0.121, 1.890)
C (-0.153, -1.932, 2.448)
C (0.293, -3.028, 1.711)
C (0.027, -4.324, 2.131)
C (-0.695, -4.537, 3.297)
C (-1.150, -3.457, 4.039)
C (-0.883, -2.162, 3.615)
C (1.943, 0.519, 2.529)
C (2.461, 1.754, 2.129)
C (3.711, 2.178, 2.554)
C (4.469, 1.363, 3.385)
C (3.975, 0.130, 3.784)
C (2.724, -0.293, 3.354)
H (-4.255, 3.526, 2.461)
H (-4.613, 1.201, 1.696)
H (-2.710, -0.348, 1.522)
H (-0.081, 2.746, 2.929)
H (-1.989, 4.284, 3.084)
H (0.864, -2.871, 0.800)
H (0.382, -5.168, 1.555)
H (-0.903, -5.546, 3.629)
H (-1.711, -3.621, 4.949)
H (-1.248, -1.327, 4.204)
H (1.883, 2.407, 1.480)
H (4.093, 3.140, 2.240)
H (5.444, 1.691, 3.722)
H (4.564, -0.505, 4.433)
H (2.354, -1.262, 3.670)

<S²>: 0.756
Multiplicity: 2
Frontier orbital gap (alpha / beta) in eV: 6.888 / 7.468
Total charge: +1

***

Energy comparison, zero being the most stable, in hartree: #i 0.0000; #ii 0.0118.